[1]
Here is a 7-piece molecular cluster, C26H35F18O20PS overall from the Open Molecules 2025 dataset. Energies are from the ωB97M-V functional and the def2-TZVPD basis.

Calculated values
HOMO energy, eV: -11.15
Electronic energy, eV: -137523.9382
Structure (SMILES): CS(=O)(=O)OC(=O)OP(=O)(O)O.CCOC(=O)C(F)(F)F.CCOC(=O)C(F)(F)F.CCOC(=O)C(F)(F)F.CCOC(=O)C(F)(F)F.CCOC(=O)C(F)(F)F.CCOC(=O)C(F)(F)F
Charge: 0
Max |F|, eV/Å: 0.91
HOMO-LUMO gap, Eh: 0.4108

Each line ends with the Löwdin charge.
CARTESIAN COORDINATES (ANGSTROEM)
C (-2.02099, 1.67752, 5.42239)  -0.0944
S (-2.21530, 0.09063, 4.68141)  0.6378
O (-3.55248, -0.34742, 4.87958)  -0.2447
O (-1.13765, -0.75626, 5.06817)  -0.2664
O (-2.14484, 0.36498, 3.06189)  -0.0672
C (-1.14690, 1.17788, 2.60502)  -0.6085
O (-0.10009, 1.36037, 3.11802)  0.1980
O (-1.57149, 1.74428, 1.43839)  -0.0175
P (-1.90729, 3.33183, 1.45053)  0.3560
O (-1.99213, 3.88422, 2.79877)  -0.2041
O (-3.23667, 3.39029, 0.62241)  -0.0421
O (-0.78712, 4.00571, 0.56194)  -0.0731
H (-2.40375, 2.47005, 4.78092)  0.0666
H (-0.96986, 1.82880, 5.65200)  0.0831
H (-2.59337, 1.57371, 6.34237)  0.0833
H (-3.26677, 2.79173, -0.13319)  0.0828
H (-0.18746, 4.48183, 1.15260)  0.1070
C (-2.30153, 4.46484, -6.72163)  -0.0540
C (-3.23425, 3.41226, -6.17110)  -0.1756
O (-2.59697, 2.67561, -5.09510)  0.0404
C (-2.60754, 3.25443, -3.91242)  -0.4083
O (-3.07977, 4.30650, -3.60243)  0.1793
C (-1.93099, 2.32482, -2.87961)  -0.5297
F (-0.80119, 1.79272, -3.34134)  0.1776
F (-2.76388, 1.32257, -2.55254)  0.1603
F (-1.65077, 2.99342, -1.75798)  0.1473
H (-1.36383, 4.01129, -7.04489)  0.0904
H (-2.76144, 4.96003, -7.57662)  0.0905
H (-2.07381, 5.21219, -5.96859)  0.0500
H (-3.48057, 2.65596, -6.91207)  0.1263
H (-4.16285, 3.84689, -5.80358)  0.1270
C (-1.84473, -4.00006, 7.43595)  -0.0470
C (-0.84734, -2.92926, 7.81644)  -0.1882
O (-0.65956, -2.87135, 9.24847)  0.0405
C (0.18847, -3.75040, 9.75264)  -0.4040
O (0.82160, -4.57394, 9.16240)  0.1706
C (0.30847, -3.54264, 11.28133)  -0.5524
F (-0.88828, -3.37393, 11.84920)  0.1677
F (1.04519, -2.45141, 11.52950)  0.1659
F (0.89966, -4.58612, 11.84804)  0.1761
H (-2.78975, -3.84097, 7.95548)  0.0857
H (-2.02519, -3.96608, 6.36196)  0.0841
H (-1.47502, -4.99125, 7.69757)  0.0799
H (-1.21754, -1.94765, 7.53250)  0.1129
H (0.11168, -3.08771, 7.32715)  0.1022
C (1.83492, 8.16212, -1.91135)  -0.0590
C (2.19784, 8.64328, -3.29736)  -0.1887
O (1.29767, 8.09783, -4.29043)  0.0329
C (0.14434, 8.72749, -4.43339)  -0.4049
O (-0.23953, 9.69354, -3.84699)  0.1756
C (-0.68270, 8.04696, -5.54846)  -0.5421
F (-0.65439, 6.71220, -5.43230)  0.1470
F (-0.18263, 8.36612, -6.74860)  0.1703
F (-1.94727, 8.44159, -5.50252)  0.1807
H (1.81755, 7.07243, -1.87935)  0.0821
H (2.57114, 8.52162, -1.19302)  0.0837
H (0.85371, 8.53040, -1.61425)  0.0796
H (3.18161, 8.28959, -3.59625)  0.1256
H (2.18554, 9.73022, -3.36391)  0.1256
C (-1.77756, -1.80734, -2.86910)  -0.0570
C (-1.36468, -2.35913, -4.21424)  -0.1843
O (-2.07560, -3.57925, -4.52097)  0.0349
C (-3.28982, -3.43025, -5.02119)  -0.4050
O (-3.86317, -2.40787, -5.25156)  0.1697
C (-3.89683, -4.81850, -5.33618)  -0.5527
F (-3.69013, -5.68246, -4.34032)  0.1696
F (-3.32776, -5.31488, -6.44388)  0.1641
F (-5.20286, -4.71887, -5.54427)  0.1766
H (-1.63868, -2.55701, -2.08974)  0.0868
H (-1.17271, -0.93430, -2.62865)  0.0697
H (-2.82646, -1.51291, -2.87271)  0.0767
H (-0.31319, -2.63771, -4.21254)  0.1240
H (-1.52554, -1.63398, -5.01115)  0.1258
C (1.80023, -1.92719, 4.31547)  -0.0488
C (2.40688, -2.43435, 5.60179)  -0.1922
O (3.81185, -2.73874, 5.44219)  0.0399
C (4.63909, -1.71387, 5.53431)  -0.4063
O (4.36588, -0.56940, 5.74190)  0.1700
C (6.09791, -2.20586, 5.37600)  -0.5520
F (6.21930, -3.06796, 4.36336)  0.1671
F (6.49048, -2.82258, 6.49814)  0.1667
F (6.91266, -1.18129, 5.15409)  0.1728
H (1.97286, -2.63802, 3.50581)  0.0881
H (0.72909, -1.78912, 4.44279)  0.0469
H (2.23789, -0.97258, 4.02302)  0.0835
H (1.95236, -3.37916, 5.89335)  0.1196
H (2.27955, -1.72172, 6.41620)  0.1260
C (1.92778, -6.49763, -6.10498)  -0.0576
C (3.30648, -6.68018, -5.51281)  -0.1888
O (3.95644, -5.40561, -5.29830)  0.0330
C (3.62408, -4.76473, -4.19081)  -0.4063
O (2.85311, -5.12507, -3.35223)  0.1682
C (4.42360, -3.44494, -4.09103)  -0.5537
F (4.43837, -2.79359, -5.25681)  0.1674
F (5.68787, -3.70700, -3.74175)  0.1706
F (3.88878, -2.64808, -3.17291)  0.1722
H (1.98222, -5.91831, -7.02686)  0.0838
H (1.49190, -7.47058, -6.32960)  0.0843
H (1.26870, -5.97792, -5.41047)  0.0759
H (3.96544, -7.21044, -6.19610)  0.1255
H (3.27226, -7.22589, -4.57104)  0.1254

Cartesian forces, eV/Å:
C 0.27 0.01 -0.02
S -0.30 -0.35 0.78
O -0.11 0.00 -0.30
O 0.13 -0.01 -0.17
O 0.20 0.48 -0.11
C -0.30 -0.09 -0.20
O 0.14 0.04 0.06
O 0.11 -0.27 0.05
P -0.16 0.50 0.36
O -0.09 -0.21 0.07
O 0.24 -0.09 0.01
O -0.09 -0.15 0.07
H -0.10 -0.03 0.04
H -0.01 0.03 -0.12
H -0.07 0.16 -0.02
H -0.06 0.03 -0.16
H 0.12 0.05 -0.10
C 0.08 -0.12 0.08
C -0.16 0.10 -0.27
O -0.04 -0.02 0.02
C 0.04 -0.08 0.02
O -0.04 0.06 0.01
C 0.05 0.00 -0.03
F 0.03 -0.02 -0.01
F -0.06 0.00 0.02
F -0.03 -0.04 -0.15
H -0.03 -0.01 -0.06
H -0.02 -0.01 0.00
H -0.14 -0.04 -0.04
H 0.08 -0.07 0.05
H 0.05 0.00 0.11
C 0.01 -0.11 0.19
C -0.22 0.06 -0.42
O 0.05 0.02 0.01
C 0.00 0.06 0.07
O 0.03 -0.05 -0.02
C -0.01 -0.03 -0.07
F -0.04 0.00 0.02
F 0.02 0.04 0.00
F 0.03 -0.04 0.01
H -0.02 0.04 -0.05
H 0.00 0.02 -0.01
H 0.03 0.00 -0.05
H 0.04 0.05 0.14
H 0.06 -0.03 0.13
C -0.15 -0.07 -0.03
C 0.22 0.08 0.14
O 0.00 0.00 -0.03
C 0.00 -0.06 -0.07
O -0.02 0.05 0.04
C -0.01 0.01 0.04
F 0.15 0.13 0.08
F 0.04 0.01 -0.02
F -0.04 0.02 0.01
H 0.06 0.00 0.01
H 0.01 0.00 0.00
H 0.02 0.05 0.00
H -0.04 -0.06 -0.05
H -0.09 -0.01 -0.02
C -0.18 -0.15 0.05
C 0.28 0.29 0.11
O 0.00 -0.03 -0.06
C 0.02 -0.09 -0.02
O -0.04 0.04 0.00
C 0.02 0.07 0.03
F 0.01 -0.03 0.04
F 0.03 -0.02 -0.03
F -0.05 0.01 -0.02
H 0.08 0.01 -0.01
H 0.02 0.00 -0.01
H 0.02 0.06 -0.04
H -0.04 -0.14 -0.02
H -0.12 -0.06 -0.03
C 0.22 0.03 -0.20
C -0.38 -0.07 0.00
O 0.03 0.01 0.04
C 0.07 -0.06 0.00
O -0.01 0.06 0.00
C -0.06 0.03 -0.01
F 0.00 -0.03 -0.04
F 0.01 -0.03 0.04
F 0.02 0.04 0.00
H -0.03 -0.05 0.05
H 0.05 0.00 0.01
H -0.04 0.03 0.06
H 0.14 -0.06 0.02
H 0.12 0.04 -0.02
C -0.01 0.17 0.02
C -0.07 -0.27 -0.07
O 0.07 0.07 0.01
C 0.01 -0.10 -0.10
O -0.04 0.09 0.08
C -0.06 -0.04 0.01
F 0.00 0.03 -0.05
F 0.05 -0.01 0.01
F -0.01 0.02 0.04
H 0.01 -0.05 -0.03
H 0.01 -0.01 0.00
H 0.00 -0.05 0.03
H 0.04 0.08 -0.02
H -0.01 0.08 0.04

[2]
Here is a 2-piece molecular cluster, C26H35FNSi overall from the Open Molecules 2025 dataset. Energies are from the ωB97M-V functional and the def2-TZVPD basis.

Calculated values
HOMO energy, eV: -10.48
Electronic energy, eV: -39608.0329
Charge: +1
Max |F|, eV/Å: 1.64
HOMO-LUMO gap, Eh: 0.1631
Energy relative to the best compared isomer or geometry (same formula, charge and spin), eV: 0.2306

Each line ends with the Löwdin charge.
CARTESIAN COORDINATES (ANGSTROEM)
F (3.13651, 1.86286, 0.75006)  0.0653
C (2.76697, 0.59211, 1.12867)  -0.2099
C (3.78696, -0.32939, 1.37066)  0.0696
C (3.40522, -1.61104, 1.80866)  -0.0280
C (2.07321, -1.92233, 2.05676)  0.0200
C (1.02776, -0.95280, 1.84144)  -0.1921
C (-0.30915, -1.24484, 2.22353)  0.1392
C (-1.51320, -0.53872, 1.91088)  -0.1833
C (-2.69738, -1.28626, 1.61195)  0.0076
C (-3.89768, -0.64714, 1.32217)  -0.0420
C (-4.01209, 0.74953, 1.41779)  -0.0185
C (-2.87801, 1.50279, 1.72052)  -0.0385
C (-1.65326, 0.87994, 1.96353)  -0.0217
C (1.41981, 0.28628, 1.24739)  0.0675
H (4.82782, -0.06563, 1.21423)  0.1396
H (4.17314, -2.38646, 1.92593)  0.1277
H (1.78197, -2.93138, 2.37357)  0.1310
H (-0.46081, -2.24416, 2.66034)  0.1486
H (-2.62443, -2.38074, 1.59745)  0.1284
H (-4.76438, -1.24254, 1.03142)  0.1206
H (-4.97870, 1.22593, 1.28626)  0.1228
H (-2.95011, 2.59135, 1.76943)  0.1244
H (-0.78258, 1.47809, 2.23346)  0.1057
H (0.66868, 0.98622, 0.88479)  0.1300
C (3.41508, -1.48235, 9.62453)  -0.1204
C (2.39548, -1.84852, 8.53232)  -0.4306
C (3.13947, -2.08891, 7.21788)  -0.1392
Si (0.85663, -0.72457, 8.45513)  0.7678
C (-0.70824, -1.77722, 8.70710)  -0.4309
C (-0.42506, -3.25782, 9.00813)  -0.1283
C (-1.83257, -1.69910, 7.66319)  -0.1221
C (0.98250, 0.60469, 9.80676)  -0.4445
C (-0.01755, 0.47473, 10.96784)  -0.1205
C (1.04500, 2.03938, 9.26645)  -0.1177
N (0.68821, 0.15106, 6.85768)  -0.0909
C (-0.48036, 0.82289, 6.49617)  -0.1503
C (-0.46754, 1.07252, 5.12809)  -0.0956
C (0.84374, 0.77535, 4.68086)  -0.1087
C (1.50696, 0.15645, 5.73119)  -0.1235
H (4.21312, -2.23932, 9.64936)  0.0838
H (3.88685, -0.51165, 9.41979)  0.0841
H (2.96319, -1.45512, 10.62361)  0.0766
H (1.96037, -2.81574, 8.82356)  0.0759
H (3.81441, -2.94931, 7.33778)  0.0832
H (2.46395, -2.31387, 6.38558)  0.0638
H (3.76566, -1.22500, 6.95829)  0.0734
H (-1.10776, -1.32925, 9.63024)  0.0808
H (-1.37263, -3.76889, 9.22967)  0.0798
H (0.02804, -3.76452, 8.14523)  0.0815
H (0.22852, -3.38736, 9.87897)  0.0753
H (-2.62887, -2.39842, 7.96310)  0.0785
H (-2.28315, -0.70339, 7.60468)  0.0552
H (-1.49159, -1.98986, 6.66153)  0.0764
H (1.97367, 0.39306, 10.23464)  0.0745
H (0.28162, 1.15361, 11.78069)  0.0826
H (-1.04307, 0.74071, 10.67604)  0.0808
H (-0.02871, -0.53966, 11.38923)  0.0737
H (1.27999, 2.72354, 10.09569)  0.0818
H (1.83886, 2.15081, 8.51694)  0.0746
H (0.09847, 2.36738, 8.81876)  0.0676
H (-1.25634, 1.02609, 7.23097)  0.1102
H (-1.31433, 1.44495, 4.56082)  0.0812
H (1.24393, 0.92335, 3.68985)  0.0684
H (2.50787, -0.24012, 5.75946)  0.0777

Cartesian forces, eV/Å:
F -0.58 -1.52 0.21
C 0.12 1.08 -0.31
C -0.88 -0.48 0.38
C 0.10 -0.21 -0.19
C -0.61 0.27 0.09
C 0.99 0.08 -0.08
C 0.10 -0.58 -1.13
C -0.93 0.68 0.45
C 0.34 -0.04 0.29
C 0.10 -0.14 0.00
C 0.53 -0.61 0.06
C 0.40 0.05 0.11
C 0.17 -0.08 -0.41
C 0.09 0.04 0.07
H -0.17 0.02 -0.01
H -0.39 0.42 0.05
H 0.25 0.49 0.08
H 0.11 0.37 -0.22
H -0.16 0.46 -0.06
H 0.26 0.16 0.20
H 0.18 -0.03 -0.11
H 0.07 -0.37 0.10
H -0.38 -0.08 0.03
H 0.34 -0.02 0.24
C 0.03 -0.08 -0.01
C -0.02 -0.09 -0.03
C 0.25 -0.33 -0.04
Si -0.10 0.32 -0.10
C -0.22 0.05 0.17
C -0.10 -0.02 0.11
C -0.18 -0.08 0.11
C 0.15 -0.06 0.00
C 0.13 0.09 0.12
C 0.14 0.15 0.21
N 0.05 0.51 -0.48
C 0.06 -0.81 -0.66
C -0.07 0.62 1.29
C 0.14 -1.06 0.30
C -0.55 0.45 -0.05
H -0.17 0.18 -0.01
H -0.09 -0.17 0.12
H 0.13 0.05 -0.19
H 0.13 0.21 -0.09
H -0.10 0.20 -0.06
H 0.14 0.04 0.08
H -0.13 -0.19 -0.01
H -0.07 -0.25 -0.16
H 0.23 0.06 -0.02
H -0.04 0.06 0.18
H -0.08 -0.06 -0.19
H 0.16 0.18 -0.15
H 0.09 -0.29 -0.07
H -0.04 0.11 0.12
H -0.21 0.17 -0.03
H -0.14 -0.13 -0.19
H 0.21 -0.09 0.01
H -0.06 0.20 -0.08
H -0.10 -0.08 -0.23
H -0.23 0.02 0.07
H 0.19 -0.08 0.07
H 0.25 -0.19 -0.33
H 0.33 0.25 0.21
H 0.05 0.05 0.18
H -0.19 0.12 -0.01

Question: Look up the max |F| of the second one.
Answer: 1.64 eV/Å